P | {
  "formula": "C3H5Cl2F",
  "method": "wB97M-V/def2-TZVPD",
  "species": ["C", "C", "C", "F", "Cl", "Cl", "H", "H", "H", "H", "H"],
  "coordinates": [[-1.272, -0.168, -0.529], [0.035, -0.439, 0.322], [1.198, 0.523, 0.330], [1.448, 0.503, 1.634], [2.687, 0.056, -0.573], [0.651, 2.305, -0.157], [-2.151, 0.295, -0.145], [-1.740, -1.143, -0.432], [-0.929, 0.082, -1.493], [0.263, -1.341, -0.319], [-0.188, -0.675, 1.363]],
  "mulliken_charge": [-1.209, -0.464, 0.574, -0.197, -0.141, -0.196, 0.369, 0.375, 0.362, 0.241, 0.287],
  "charge": 0,
  "lumo_energy_ev": 0.5,
  "mol_weight_g_mol": 131.0,
  "smiles": "CCC(F)(Cl)Cl"
}

---

Q | {
  "formula": "C3H5Cl2F",
  "method": "wB97M-V/def2-TZVPD",
  "species": ["C", "C", "F", "Cl", "C", "Cl", "H", "H", "H", "H", "H"],
  "coordinates": [[1.132, 0.173, 0.686], [-0.462, 0.401, 0.324], [-0.598, 1.709, -0.070], [-1.564, -0.069, 1.600], [-0.540, -0.522, -0.929], [-2.230, -0.537, -1.541], [1.219, -0.049, 1.765], [1.462, -0.710, 0.146], [1.707, 1.120, 0.384], [-0.244, -1.524, -0.729], [0.118, 0.005, -1.636]],
  "mulliken_charge": [-1.116, 0.723, -0.261, -0.146, -0.713, -0.180, 0.369, 0.321, 0.281, 0.373, 0.349],
  "charge": 0,
  "lumo_energy_ev": 0.8,
  "mol_weight_g_mol": 131.0,
  "smiles": "C[C@](F)(Cl)CCl"
}

---

The structure with the least stability is P.

---

P | {
  "formula": "C5H6N4",
  "method": "wB97M-V/def2-TZVPD",
  "species": ["H", "N", "C", "N", "C", "C", "C", "C", "N", "N", "H", "H", "H", "H", "H"],
  "coordinates": [[2.617, -2.025, -0.335], [2.540, -0.976, -0.461], [1.403, -0.609, -0.065], [1.095, 0.741, -0.153], [-0.264, 0.999, 0.128], [-0.907, 2.091, -0.153], [-0.795, -0.358, 0.666], [-1.901, -0.993, -0.104], [-2.630, -1.620, -0.731], [0.398, -1.282, 0.593], [1.740, 1.280, -0.719], [-1.996, 2.213, -0.098], [-0.327, 2.937, -0.590], [-1.182, -0.169, 1.715], [0.209, -2.231, 0.306]],
  "mulliken_charge": [0.223, -0.680, 0.205, -0.188, 0.234, -0.867, 0.362, 0.120, -0.428, -0.317, 0.275, 0.275, 0.234, 0.231, 0.321],
  "charge": 0,
  "lumo_energy_ev": 0.7,
  "mol_weight_g_mol": 122.1,
  "smiles": "[H]/N=C1/NC(=C)[C@@H](C#N)N1"
}

---

Q | {
  "formula": "C5H6N4",
  "method": "wB97M-V/def2-TZVPD",
  "species": ["N", "C", "N", "C", "C", "C", "C", "N", "N", "H", "H", "H", "H", "H", "H"],
  "coordinates": [[2.111, -0.956, 0.154], [0.995, -0.036, -0.202], [1.110, 1.347, 0.037], [-0.008, 1.891, 0.026], [-0.984, 0.951, -0.016], [-0.242, -0.311, -0.234], [-1.463, -1.283, -0.133], [-2.633, -0.344, 0.056], [-2.374, 0.894, 0.108], [2.100, -1.378, 1.092], [2.117, -1.733, -0.579], [1.974, 1.926, -0.316], [0.050, 3.026, -0.207], [-1.330, -2.261, -0.795], [-1.424, -1.733, 1.010]],
  "mulliken_charge": [-0.592, 0.131, 0.025, -0.435, 0.260, 0.095, -0.452, -0.365, -0.331, 0.242, 0.278, 0.335, 0.283, 0.308, 0.216],
  "charge": 0,
  "lumo_energy_ev": 0.6,
  "mol_weight_g_mol": 122.1,
  "smiles": "Nc1[nH]cc2c1CN=N2"
}

---

The structure with the least stability is Q.

---

P | {
  "formula": "C27H25N2O3PRe",
  "method": "wB97M-V/def2-TZVPD",
  "species": ["Re", "N", "C", "C", "O", "N", "C", "C", "O", "O", "H", "H", "H", "H", "H", "H", "C", "C", "C", "C", "C", "C", "P", "C", "C", "C", "C", "C", "C", "C", "C", "C", "C", "C", "C", "C", "C", "C", "C", "H", "H", "H", "H", "H", "H", "H", "H", "H", "H", "H", "H", "H", "H", "H", "H", "C", "H", "H", "H"],
  "coordinates": [[0.236, 0.219, -0.144], [-1.197, -1.503, -0.503], [-1.683, -1.369, -1.887], [-1.874, 0.110, -2.207], [-2.658, 0.487, -3.049], [-1.082, 0.923, -1.432], [-1.406, 2.339, -1.358], [-1.177, 2.802, 0.084], [-1.492, 3.910, 0.452], [-0.650, 1.878, 0.851], [-0.715, -2.381, -0.357], [-1.969, -1.467, 0.155], [-2.625, -1.886, -2.065], [-0.930, -1.778, -2.560], [-2.440, 2.524, -1.649], [-0.767, 2.930, -2.016], [2.569, -3.986, 3.779], [2.383, -3.810, 2.419], [1.811, -2.636, 1.943], [1.421, -1.636, 2.825], [1.607, -1.824, 4.197], [2.179, -2.991, 4.670], [0.683, -0.094, 2.194], [-0.754, 0.133, 3.282], [-1.168, 1.397, 3.691], [-2.316, 1.532, 4.457], [-3.062, 0.416, 4.806], [-2.661, -0.846, 4.388], [-1.510, -0.987, 3.629], [1.869, 1.224, 2.539], [2.252, 1.637, 3.789], [3.243, 2.627, 3.931], [3.835, 3.163, 2.820], [3.457, 2.755, 1.521], [4.059, 3.301, 0.360], [3.663, 2.890, -0.878], [2.637, 1.926, -1.017], [1.996, 1.375, 0.067], [2.441, 1.780, 1.370], [3.016, -4.899, 4.152], [2.685, -4.583, 1.725], [1.672, -2.487, 0.880], [1.284, -1.063, 4.896], [2.319, -3.130, 5.734], [-0.611, 2.271, 3.385], [-2.635, 2.517, 4.770], [-3.959, 0.529, 5.400], [-3.241, -1.720, 4.658], [-1.190, -1.976, 3.321], [1.794, 1.215, 4.675], [3.534, 2.955, 4.920], [4.606, 3.918, 2.921], [4.835, 4.049, 0.475], [4.125, 3.308, -1.763], [2.339, 1.636, -2.019], [1.536, -1.079, -1.230], [1.168, -2.099, -1.403], [2.546, -1.160, -0.825], [1.650, -0.604, -2.217]],
  "mulliken_spin": [0.950, 0.020, -0.003, 0.016, -0.003, 0.018, 0.002, 0.000, 0.008, 0.038, 0.003, 0.004, 0.000, 0.000, 0.001, -0.001, 0.000, 0.001, -0.007, 0.017, -0.001, 0.001, -0.030, 0.004, -0.007, 0.001, -0.002, 0.002, 0.004, 0.017, -0.001, 0.001, -0.003, 0.002, -0.003, -0.001, 0.024, -0.031, 0.005, 0.000, 0.000, -0.020, 0.000, 0.000, 0.001, 0.000, 0.000, 0.000, 0.001, -0.001, 0.001, 0.000, 0.000, 0.000, -0.001, -0.068, 0.015, 0.013, 0.014],
  "charge": 0,
  "lumo_energy_ev": [-0.6, -0.3],
  "multiplicity": 2,
  "mol_weight_g_mol": 642.7
}

---

Q | {
  "formula": "C27H25N2O3PRe",
  "method": "wB97M-V/def2-TZVPD",
  "species": ["Re", "N", "C", "C", "O", "N", "C", "C", "O", "O", "H", "H", "H", "H", "H", "H", "C", "C", "C", "C", "C", "C", "P", "C", "C", "C", "C", "C", "C", "C", "C", "C", "C", "C", "C", "C", "C", "C", "C", "H", "H", "H", "H", "H", "H", "H", "H", "H", "H", "H", "H", "H", "H", "H", "H", "C", "H", "H", "H"],
  "coordinates": [[-1.729, 0.315, -0.362], [-1.554, 1.845, 1.164], [-1.852, 1.295, 2.515], [-3.138, 0.475, 2.350], [-4.006, 0.466, 3.207], [-3.138, -0.118, 1.137], [-4.401, -0.555, 0.581], [-4.611, 0.186, -0.737], [-5.666, 0.289, -1.298], [-3.471, 0.697, -1.256], [-2.298, 2.501, 0.921], [-0.681, 2.367, 1.168], [-1.018, 0.654, 2.794], [-1.976, 2.078, 3.260], [-4.381, -1.627, 0.358], [-5.235, -0.370, 1.256], [2.998, 3.179, 2.282], [2.262, 3.424, 1.130], [1.525, 2.404, 0.550], [1.509, 1.125, 1.115], [2.271, 0.883, 2.253], [3.005, 1.909, 2.836], [0.552, -0.149, 0.210], [0.942, -1.721, 1.050], [1.441, -2.819, 0.354], [1.581, -4.050, 0.983], [1.226, -4.198, 2.314], [0.722, -3.112, 3.017], [0.573, -1.889, 2.386], [1.407, -0.155, -1.387], [2.733, -0.465, -1.561], [3.323, -0.331, -2.830], [2.579, 0.129, -3.884], [1.219, 0.476, -3.724], [0.440, 0.981, -4.798], [-0.863, 1.315, -4.593], [-1.465, 1.155, -3.319], [-0.770, 0.680, -2.225], [0.613, 0.334, -2.454], [3.572, 3.974, 2.738], [2.272, 4.406, 0.675], [0.986, 2.586, -0.377], [2.304, -0.107, 2.687], [3.589, 1.708, 3.725], [1.712, -2.723, -0.688], [1.960, -4.895, 0.424], [1.330, -5.159, 2.800], [0.431, -3.221, 4.053], [0.157, -1.061, 2.947], [3.332, -0.806, -0.724], [4.367, -0.582, -2.966], [3.033, 0.245, -4.861], [0.900, 1.093, -5.773], [-1.458, 1.698, -5.414], [-2.513, 1.404, -3.213], [-1.640, -1.763, -0.649], [-1.756, -2.295, 0.295], [-0.744, -2.132, -1.153], [-2.503, -1.972, -1.290]],
  "mulliken_spin": [0.952, -0.012, 0.011, 0.004, 0.044, 0.022, -0.001, 0.009, 0.006, 0.003, 0.004, -0.009, -0.005, -0.001, 0.003, -0.001, -0.001, 0.001, -0.002, 0.011, -0.001, 0.000, -0.063, 0.004, 0.002, 0.000, -0.001, -0.001, 0.010, 0.038, 0.006, -0.003, 0.001, -0.002, 0.020, -0.013, 0.008, -0.035, -0.014, 0.000, 0.000, -0.002, 0.000, 0.000, 0.000, 0.000, 0.000, 0.000, -0.001, 0.001, 0.000, 0.000, 0.001, 0.000, 0.000, -0.008, 0.007, 0.007, -0.001],
  "charge": 0,
  "lumo_energy_ev": [-0.7, -0.7],
  "multiplicity": 2,
  "mol_weight_g_mol": 642.7
}

---

The structure with the least stability is Q.

---

P | {
  "formula": "C17H15Cl3GeN6O2STi",
  "method": "wB97M-V/def2-TZVPD",
  "species": ["Ti", "C", "C", "N", "N", "C", "S", "N", "N", "H", "H", "H", "H", "H", "H", "Cl", "Ge", "Cl", "Cl", "O", "C", "N", "C", "O", "C", "C", "C", "C", "C", "C", "H", "H", "H", "H", "N", "C", "C", "C", "C", "C", "C", "H", "H", "H", "H", "H"],
  "coordinates": [[-0.995, -1.710, -0.005], [4.546, -0.760, 1.071], [3.190, -0.870, 1.663], [2.565, 0.045, 2.345], [1.314, -0.457, 2.649], [1.203, -1.653, 2.125], [-0.182, -2.700, 2.141], [2.393, -1.966, 1.526], [2.674, -3.070, 0.724], [5.024, 0.135, 1.461], [4.480, -0.685, -0.016], [5.148, -1.637, 1.310], [0.046, 0.522, 2.916], [2.372, -3.892, 1.238], [2.054, -2.992, -0.084], [-1.556, -3.912, -1.190], [-2.919, -4.705, 0.633], [-3.475, -2.483, 1.023], [-4.704, -5.232, -0.610], [-0.695, 1.222, 2.920], [-1.381, 1.173, 1.805], [-1.262, 0.214, 0.874], [-2.121, 0.492, -0.156], [-2.172, -0.400, -1.086], [-2.823, 1.710, 0.110], [-3.788, 2.449, -0.578], [-4.248, 3.614, -0.002], [-3.759, 4.054, 1.248], [-2.810, 3.334, 1.940], [-2.339, 2.148, 1.372], [-4.161, 2.111, -1.536], [-4.997, 4.205, -0.513], [-4.143, 4.976, 1.668], [-2.438, 3.670, 2.899], [0.426, -1.390, -0.825], [1.052, -0.575, -1.748], [1.174, -0.958, -3.089], [1.787, -0.117, -4.002], [2.296, 1.112, -3.602], [2.184, 1.493, -2.270], [1.573, 0.662, -1.347], [0.769, -1.915, -3.392], [1.867, -0.422, -5.039], [2.772, 1.767, -4.320], [2.577, 2.450, -1.946], [1.484, 0.946, -0.305]],
  "mulliken_spin": [-0.003, 0.000, 0.000, 0.001, 0.000, 0.000, -0.001, 0.001, 0.000, 0.000, 0.000, 0.000, -0.006, 0.000, 0.000, 0.000, 0.000, 0.000, 0.000, 0.089, 0.212, -0.034, 0.179, 0.143, 0.133, 0.006, 0.051, 0.053, 0.004, 0.145, 0.007, 0.004, 0.006, 0.007, 0.007, -0.001, 0.003, 0.001, 0.000, 0.002, -0.003, 0.000, 0.000, 0.000, 0.000, -0.004],
  "charge": -1,
  "lumo_energy_ev": [2.7, 2.3],
  "multiplicity": 2,
  "mol_weight_g_mol": 594.3
}

---

Q | {
  "formula": "C17H15Cl3GeN6O2STi",
  "method": "wB97M-V/def2-TZVPD",
  "species": ["Ti", "C", "C", "N", "N", "C", "S", "N", "N", "H", "H", "H", "H", "H", "H", "Cl", "Ge", "Cl", "Cl", "O", "C", "N", "C", "O", "C", "C", "C", "C", "C", "C", "H", "H", "H", "H", "N", "C", "C", "C", "C", "C", "C", "H", "H", "H", "H", "H"],
  "coordinates": [[-0.812, -0.072, -0.614], [4.959, 0.797, 0.359], [3.594, 0.730, 0.932], [3.012, 1.635, 1.664], [1.740, 1.173, 1.951], [1.582, 0.005, 1.381], [0.187, -1.025, 1.437], [2.743, -0.317, 0.736], [2.979, -1.411, -0.095], [5.449, 1.691, 0.737], [4.911, 0.847, -0.731], [5.542, -0.084, 0.628], [0.458, 2.170, 2.220], [2.681, -2.237, 0.416], [2.336, -1.319, -0.882], [-1.392, -2.212, -1.747], [-2.687, -3.147, 0.088], [-3.149, -0.997, 0.765], [-4.553, -3.488, -1.110], [-0.315, 2.816, 2.331], [-1.165, 2.722, 1.337], [-1.129, 1.781, 0.387], [-2.138, 2.014, -0.507], [-2.244, 1.149, -1.457], [-2.878, 3.174, -0.112], [-3.983, 3.851, -0.634], [-4.434, 4.970, 0.031], [-3.799, 5.427, 1.208], [-2.710, 4.769, 1.736], [-2.245, 3.628, 1.076], [-4.469, 3.499, -1.535], [-5.290, 5.512, -0.350], [-4.182, 6.312, 1.702], [-2.226, 5.118, 2.639], [0.563, 0.323, -1.500], [1.561, 0.845, -2.289], [1.978, 0.188, -3.453], [3.001, 0.714, -4.225], [3.625, 1.900, -3.860], [3.210, 2.560, -2.709], [2.192, 2.042, -1.926], [1.482, -0.734, -3.733], [3.313, 0.192, -5.122], [4.423, 2.308, -4.468], [3.688, 3.486, -2.412], [1.871, 2.544, -1.022]],
  "mulliken_spin": [-0.005, 0.000, 0.000, 0.001, 0.001, 0.000, -0.001, 0.000, 0.000, 0.000, 0.000, 0.000, -0.006, 0.000, 0.000, 0.000, 0.000, 0.000, 0.000, 0.088, 0.218, -0.040, 0.184, 0.144, 0.130, 0.005, 0.051, 0.054, 0.003, 0.144, 0.007, 0.004, 0.006, 0.007, 0.004, 0.001, 0.001, -0.001, 0.001, 0.000, 0.001, 0.000, 0.000, 0.000, 0.000, -0.002],
  "charge": -1,
  "lumo_energy_ev": [2.7, 2.3],
  "multiplicity": 2,
  "mol_weight_g_mol": 594.3
}

---

The structure with the least stability is P.